## one
This record from the Open Molecules 2025 dataset describes 2 unconnected molecules or ions with the total composition C3H6O2P. The level of theory is ωB97M-V/def2-TZVPD.

- Molecular weight: 105.053 g/mol
- E_LUMO (spin up / spin down): 3.820 / 3.820 eV

Geometry as ORCA input:
```
! wB97M-V def2-TZVPD RIJCOSX def2/J DEFGRID3
* xyz -1 1
H 0.19736 -1.59310 0.64784
H 1.99069 0.06953 0.82159
H -0.48257 -1.91821 -0.99524
O -2.30408 0.36043 1.27812
H 0.99219 2.70592 -0.47811
O -2.54162 0.36907 -1.25069
C 0.99102 1.66596 -0.06124
C -0.79813 -1.52635 0.00287
H -1.46094 -2.35839 0.33793
P -1.68952 0.11753 -0.05469
H 3.02054 1.12584 -0.35252
C 2.08506 0.98176 0.10414
*
```


## two
This record from the Open Molecules 2025 dataset describes a molecular structure, C3H6O2P. The level of theory is ωB97M-V/def2-TZVPD.

- Molecular weight: 105.053 g/mol
- E_LUMO: 4.272 eV

Geometry as ORCA input:
```
! wB97M-V def2-TZVPD RIJCOSX def2/J DEFGRID3
* xyz -1 1
P -0.76730 -0.64023 -0.88333
H -1.03342 0.10153 1.39033
O -1.54801 -1.88743 -0.82323
H -1.56359 1.51244 0.31441
C -0.83016 0.60579 0.52457
C 1.02675 -0.67010 -0.00584
C 0.67830 0.69318 0.50023
H 1.03293 1.05402 1.59180
H 1.85107 -0.80000 -0.83864
O -0.66135 0.11767 -2.34259
H 0.97630 -1.46942 0.80476
H 0.83849 1.38254 -0.23248
*
```


## three
This record from the Open Molecules 2025 dataset describes a gas-phase ion, C3H6O2P (charge -1). The level of theory is ωB97M-V/def2-TZVPD.

- Molecular weight: 105.053 g/mol
- E_LUMO: 4.094 eV
- SMILES: C=C[P@@](=C)([O-])O

Geometry as ORCA input:
```
! wB97M-V def2-TZVPD RIJCOSX def2/J DEFGRID3
* xyz -1 1
C -0.80860 -0.36450 -0.46639
H -0.99797 0.48604 -1.25350
H -1.93107 -1.92759 0.67448
O 1.39398 -1.90579 0.46999
C 1.52341 0.96495 0.84343
C -1.79956 -1.07618 -0.03831
H -2.77920 -0.82751 -0.29514
H 1.50202 0.81599 1.88241
H 1.03632 1.83213 0.39138
H 1.78229 -0.98621 -2.01836
P 0.97170 -0.38821 -0.04606
O 1.72503 -0.10090 -1.52745
*
```


Most stable structure: two


## one
This record from the Open Molecules 2025 dataset describes a single C27H44O2 molecule. The level of theory is ωB97M-V/def2-TZVPD.

- Molecular weight: 400.647 g/mol
- E_LUMO: 0.688 eV
- SMILES: C=C1/C(=C\C=C2/CCC[C@]3(C)[C@@H]([C@H](C)CCCC(C)C)CC[C@@H]23)C[C@@H](O)C[C@@H]1O

Geometry as ORCA input:
```
! wB97M-V def2-TZVPD RIJCOSX def2/J DEFGRID3
* xyz 0 1
H -0.81973 -6.40257 -5.59488
C 2.53418 4.59221 2.80104
H 2.57643 0.71285 3.43019
H -2.42876 -0.55280 0.81162
H 1.98305 -1.89488 0.69098
H 2.84489 5.09343 1.88021
H -0.36535 2.57385 1.62498
H 0.57463 5.86804 1.80157
C 0.25200 -0.58890 0.46720
C -1.57943 -2.58386 -2.23176
C -1.78392 1.46809 0.44571
C 1.33050 -1.50754 -0.09091
C 0.52425 -2.62248 -0.77764
H 2.61603 0.75142 0.39361
C 1.47244 2.48449 3.64833
C -1.62115 -4.12214 -2.27135
H -2.43827 -4.45752 -1.62735
H -2.69635 -4.28867 -4.13865
H -1.56117 2.10083 -0.41499
C -0.65890 -5.35163 -5.86246
H 3.39843 4.55605 3.47108
H 2.75730 3.22999 0.53854
C -0.35672 0.16132 -1.86990
H -2.76675 -5.06523 -6.29258
C 1.81631 1.32369 0.84926
C 0.44671 3.27616 4.43677
H -1.99543 -5.79278 -3.55382
H 1.94878 -0.97940 -0.81570
C 0.98789 4.67687 4.76380
C -1.81383 -4.72060 -3.66691
H 0.75882 2.48885 6.18049
O 0.29086 5.54822 2.66452
H -0.49302 -3.47359 -4.83593
H 1.84053 4.59568 5.44315
H -0.91010 1.07286 2.37737
C 1.83650 1.25569 3.99101
C 0.59360 0.80056 0.90683
H 0.64840 -5.84636 -7.51659
H 1.39107 0.74547 4.82834
H -1.53155 -2.55945 -0.09654
H -3.48019 -2.53013 -3.25836
H -0.18226 -1.08871 1.34395
C -1.80329 -4.90167 -6.76772
H -0.45011 3.39825 3.81898
H 0.94094 -2.84660 -1.75997
H -1.70719 -3.84321 -7.00156
C 1.42540 5.39617 3.49103
C -0.83519 -0.60331 -0.63304
C -0.61038 1.53027 1.42973
H -0.96083 -2.22990 -3.05986
H -1.18975 0.38818 -2.53080
H 1.81999 6.39322 3.75786
H -3.59360 -2.22893 -1.52650
H 0.86005 -4.20962 -6.89381
C -0.93926 -2.12405 -0.90981
C -2.99598 -2.04204 -2.41613
H 1.49204 -5.58696 -5.98977
H -1.78840 -5.46072 -7.70092
H 0.37057 -0.41911 -2.42912
H -2.99159 -0.97547 -2.61698
C 0.66843 -5.24303 -6.61173
C 2.22639 2.65275 1.29065
C -0.59741 -4.52767 -4.57160
H -0.69683 -4.52826 -1.86076
H -2.67259 1.87945 0.92965
H 0.56328 -3.53697 -0.18619
C 2.06655 3.19227 2.50227
C -2.08469 0.04773 -0.03463
H 0.20082 5.24893 5.25631
H -2.89621 0.09169 -0.76017
H 0.11541 1.09650 -1.57868
H 0.29806 -4.82063 -4.01691
O 0.00184 2.61789 5.59693
*
```


## two
This record from the Open Molecules 2025 dataset describes a molecular structure, C27H44O2. The level of theory is ωB97M-V/def2-TZVPD.

- Molecular weight: 400.647 g/mol
- E_LUMO: 0.632 eV

Geometry as ORCA input:
```
! wB97M-V def2-TZVPD RIJCOSX def2/J DEFGRID3
* xyz 0 1
H 1.18968 2.80952 2.64169
H -1.05324 3.00025 -0.71398
H -3.64657 6.63056 1.92801
H 4.00032 -3.29380 -3.02736
H 2.60901 -4.23838 -3.42765
H 0.43668 2.71612 -0.74843
H 2.11177 2.38774 1.00963
H -3.65183 4.54183 -0.57976
C 3.38255 -4.05362 -2.69244
H 1.06361 -4.99873 -0.13776
H -2.96994 0.10584 -1.61109
C -3.18087 -0.66224 -1.23259
H -3.78165 -1.28468 -1.45288
H 0.94529 -5.04185 -2.07737
C -1.09859 4.93897 1.32196
H -3.33348 6.32537 -0.29504
H 1.36970 0.87217 1.97926
C 0.87928 -0.23168 -1.44924
H 3.97280 0.20216 -2.80013
C 3.36103 -0.58086 -0.32414
C -0.88246 -1.08589 -2.84806
C -0.40033 2.01763 0.96410
C 1.28313 1.96122 1.72326
H 2.63999 -0.52321 0.52687
C 2.53899 -3.83972 -1.45031
C -2.50029 5.21150 0.99511
C -3.07041 5.31976 -0.27095
C -1.15727 -2.93301 1.83354
C -0.08776 0.13261 -2.45100
C 2.16787 -0.27123 -1.62801
H -2.10147 1.72362 0.97980
H 4.52637 -1.99438 0.06977
H -0.86381 0.73023 -2.01248
H 0.44752 -0.36752 -0.31215
C -1.78105 -1.59229 -1.36978
H -0.24333 -1.99916 -3.02732
H -2.26434 5.35853 -1.29609
C 0.04775 4.45332 0.35558
C 2.65910 -2.95868 -0.49262
H -2.75127 -2.40647 0.88210
H -0.85953 4.64371 2.42856
C -1.14112 1.41606 1.66660
H -0.32057 0.82655 3.29447
H 1.04622 4.49964 0.96407
H -2.16885 -3.92360 0.44556
H 2.70734 -0.82544 -3.55346
C -3.42624 5.56880 1.92735
H 2.24543 -2.98108 0.33399
H 4.03658 -4.91203 -2.66179
C -1.84733 -3.04308 0.68536
C -1.36203 -2.52659 -0.74969
C -0.27630 3.08265 -0.08989
H -0.00714 5.23554 -0.47779
O 0.57262 -1.24285 2.07428
C 3.79878 -1.87940 -0.58467
C 3.04018 0.12905 -2.57866
C 1.66489 -4.99042 -1.30128
C -1.35619 0.54387 2.82357
H -1.56493 -3.36701 2.68677
H -2.87661 5.48174 2.95348
C -0.50391 -1.60010 2.22636
H -3.04711 -0.35888 -0.09702
H -4.29885 4.96360 1.99566
H 4.52222 -1.94252 -1.49227
H 4.06123 0.08099 -0.23927
H -0.07211 -3.70595 1.63198
H -0.44277 -3.02224 -0.87684
H -2.29070 0.87116 3.32112
H 2.18688 -6.00855 -1.02280
H -1.55000 -1.09261 -3.48497
H 2.58304 0.92731 -3.26348
O -1.51409 -0.90636 2.51240
H 0.29282 0.22567 -3.43404
*
```


Most stable structure: one